[1]
This record from the OMol25 dataset describes a 10-piece molecular cluster, C37H61NO27 overall at a distorted geometry. The level of theory is ωB97M-V/def2-TZVPD.

Results
LUMO level in eV: -0.3
SMILES string: C[C@H]1COC(=O)O1.C[C@H]1COC(=O)O1.C[C@H]1COC(=O)O1.C[C@H]1COC(=O)O1.C[C@H]1COC(=O)O1.C[C@H]1COC(=O)O1.COC(=O)OC.COC(=O)OC.COC(=O)OC.CCCC#N
Total charge: 0
HOMO-LUMO gap in eV: 9.114
Relative energy (zero: lowest compared OMol25 entry of this formula, charge and spin) in kcal/mol: 68.2

Atoms and positions in Å:
C -3.71625 -3.36241 0.42450
C -2.63476 -4.09815 -0.31768
C -2.27533 -5.50653 0.17960
O -2.23200 -6.22404 -1.01304
C -2.55086 -5.51037 -2.02542
O -2.69816 -5.88937 -3.17856
O -2.94593 -4.33846 -1.68436
H -3.65433 -2.35996 0.02395
H -3.66655 -3.35404 1.49317
H -4.56822 -3.82399 -0.06219
H -1.81509 -3.43258 -0.22018
H -2.85019 -5.94159 0.94292
H -1.25592 -5.39253 0.47496
C 1.56776 2.26890 1.45895
C 0.80348 1.71861 0.30845
C 1.78509 1.04673 -0.72797
O 1.30528 -0.30108 -0.72895
C 0.39155 -0.51223 0.09759
O -0.08851 -1.65775 0.35423
O 0.02256 0.62328 0.66729
H 0.88606 2.70779 2.15334
H 2.21349 3.01878 0.98917
H 2.20560 1.62235 2.04680
H 0.19154 2.49358 -0.21431
H 2.82006 1.09525 -0.41677
H 1.68249 1.39112 -1.77950
C -2.30789 2.38605 1.97681
C -3.81232 2.06597 2.19269
C -4.60190 2.17216 0.79653
O -5.34769 0.97512 0.68798
C -4.90374 0.09598 1.54290
O -5.22590 -1.08001 1.46782
O -4.09321 0.65482 2.47646
H -1.76057 1.76947 2.64858
H -2.23016 3.39439 2.38419
H -1.86831 2.27528 0.88049
H -4.21359 2.71865 2.97957
H -3.87337 2.06379 0.02033
H -5.24673 2.99082 0.69295
C -2.43761 -1.07903 5.40859
C -2.59994 -1.87632 4.04497
C -1.53498 -1.59556 3.06390
O -1.01236 -2.80153 2.77471
C -1.56736 -3.84815 3.46184
O -1.32277 -5.04306 3.26675
O -2.38315 -3.32015 4.26803
H -3.11558 -1.48758 6.16040
H -2.77001 -0.06834 5.28259
H -1.38467 -1.18192 5.78682
H -3.55789 -1.71761 3.56426
H -0.84182 -0.88806 3.34369
H -1.97496 -1.22433 2.19110
C 5.12603 0.68462 -2.28072
C 5.46448 -0.86131 -2.43043
C 4.72411 -1.92644 -1.58583
O 4.51518 -2.89228 -2.51348
C 4.59053 -2.42608 -3.71720
O 4.03901 -2.93006 -4.72735
O 5.21686 -1.28577 -3.75785
H 6.02994 1.10466 -2.78396
H 5.03161 0.94953 -1.26563
H 4.16383 0.93019 -2.73115
H 6.51308 -0.93189 -2.15635
H 3.75425 -1.50115 -1.24157
H 5.24376 -2.43341 -0.78789
C -3.55283 7.93656 -0.45221
C -3.87656 6.61987 0.20186
C -4.15361 5.40550 -0.84710
O -2.97980 4.55481 -0.57098
C -2.15839 5.14549 0.38610
O -0.99604 4.79994 0.59094
O -2.68416 6.34300 0.91192
H -3.38273 8.74317 0.16432
H -4.43320 8.25545 -1.00780
H -2.61661 7.80062 -1.05374
H -4.73514 6.69663 0.84891
H -4.13692 5.72556 -1.90639
H -5.06888 4.90891 -0.60719
C 1.71223 -6.61289 -0.20751
O 1.78463 -5.19136 -0.36339
C 1.25547 -4.66098 -1.44998
O 0.54189 -5.41631 -2.36281
O 1.48333 -3.35169 -1.70928
C 1.11842 -2.78485 -2.98779
H 2.28665 -6.94065 0.64814
H 1.96760 -7.24892 -1.15524
H 0.64562 -6.80913 -0.10880
H 1.72982 -3.16445 -3.88913
H 1.18399 -1.61974 -2.91856
H 0.10586 -3.06897 -3.10295
C 1.63270 5.33522 -1.14483
O 2.87551 5.14681 -0.51171
C 3.85503 4.40799 -1.20085
O 3.62492 3.68547 -2.34628
O 4.99894 4.46167 -0.54314
C 6.15297 3.95949 -1.22220
H 1.76656 5.65153 -2.11623
H 0.99673 6.02634 -0.68797
H 1.09771 4.41587 -1.13636
H 7.04236 4.45754 -0.80912
H 6.05064 3.91907 -2.28962
H 6.41235 3.02712 -0.73909
C -2.28702 -0.20383 -1.62450
O -1.60101 0.99525 -1.52710
C -1.22772 1.62761 -2.63321
O -1.37707 1.14851 -3.97234
O -0.86825 2.88309 -2.37420
C -0.57677 3.85163 -3.29897
H -2.96256 -0.27966 -0.77752
H -1.57965 -1.08689 -1.76433
H -2.96392 -0.29875 -2.41085
H -1.37329 4.63728 -3.24097
H -0.62927 3.52547 -4.32941
H 0.51066 4.10276 -3.24861
C 1.97709 -4.65945 3.07595
C 3.16648 -3.75836 2.62319
C 2.58221 -2.67657 1.68579
C 3.43593 -1.44014 1.43164
N 4.11092 -0.55154 1.26787
H 2.34686 -5.43409 3.81675
H 1.46351 -5.16604 2.28875
H 1.24943 -3.95775 3.63143
H 4.00505 -4.17544 2.07621
H 3.69484 -3.27597 3.44990
H 1.65298 -2.36523 2.16900
H 2.35643 -3.11436 0.75007

=====

[2]
This record from the OMol25 dataset describes a 5-piece molecular cluster, C37H62BClF9N8O12P2 overall at a distorted geometry. The level of theory is ωB97M-V/def2-TZVPD.

Results
LUMO level in eV: 1.7
Total charge: -1
HOMO-LUMO gap in eV: 6.328

Atoms and positions in Å:
C 4.31291 0.88644 4.48636
C 3.43322 2.24408 4.24406
O 4.07422 3.41155 4.53803
N 1.99470 2.37318 3.84348
C 1.45868 3.49941 4.66343
C 1.11502 5.03566 4.23873
O 1.18244 3.19268 5.96488
C 1.71708 2.39914 2.37666
P 2.62319 3.79239 1.35091
N 4.23467 3.76791 1.51512
O 2.38618 1.12344 1.94711
P 1.46224 0.05957 0.85583
C 0.42046 -1.07917 -0.33621
O 1.28153 -1.79584 -1.33616
C 0.32514 -2.40010 -2.28501
C -0.14603 -3.99494 -2.18739
C -1.24813 -4.66961 -3.24841
C -1.94571 -3.78595 -4.44059
C -1.48220 -2.20738 -4.58587
C -0.37129 -1.54494 -3.54143
N 2.72193 -1.14370 0.57437
C 2.85353 -2.17676 1.40526
C 2.10271 -3.66948 1.29847
C 4.01457 -2.11830 2.61063
B 0.74064 -0.64058 2.51323
O 1.46650 -0.62775 3.82680
O -0.65837 -1.18810 2.64346
N 2.26880 1.02119 -0.42344
C 1.45833 1.37372 -1.60740
C 3.69794 0.68410 -0.67982
C 4.14816 -0.08427 -2.09987
O 4.76939 1.03342 0.08701
O 0.01357 1.08429 1.00217
C 0.16440 2.32118 1.80676
Cl -1.25154 2.30987 3.06111
C -0.38631 3.45932 0.76460
C -1.94834 3.20960 0.24700
C -2.98194 4.42771 0.73019
F -2.63961 5.01599 2.04253
F -2.74890 5.52939 -0.27912
C -4.56771 4.04105 0.59944
F -5.32664 5.22483 1.15383
F -5.03801 3.93466 -0.83315
C -5.05625 2.74926 1.47901
F -4.43775 2.62639 2.81971
F -4.84147 1.53583 0.60531
C -6.70580 2.76553 1.75715
F -7.04094 3.59499 2.97426
F -7.49720 3.14719 0.56605
F -7.08362 1.35660 2.15138
H 4.88285 0.65512 3.49112
H 5.15773 1.16656 5.28299
H 3.73363 -0.01687 4.95103
H 0.51801 5.63995 5.06774
H 0.58023 5.16732 3.20167
H 2.15935 5.60750 4.14336
H 2.18281 5.11870 1.68860
H 2.40107 3.62657 -0.09286
H 4.64724 3.58825 0.57446
H -0.46768 -0.48953 -0.85003
H -0.10756 -1.97331 0.24779
H 0.27524 -4.69148 -1.34490
H -1.53248 -5.80208 -3.13126
H -2.72634 -4.29444 -5.15131
H -1.92989 -1.53618 -5.44495
H -0.10018 -0.41373 -3.74545
H 2.85931 -4.54642 1.48385
H 1.31880 -3.71425 2.19618
H 1.54131 -3.82655 0.28448
H 4.62985 -3.13106 2.46540
H 4.78831 -1.25318 2.44516
H 3.55877 -2.17594 3.68572
H 1.09793 -1.42407 4.31656
H -0.61619 -2.14726 2.35524
H 0.36294 1.73834 -1.45753
H 2.01731 2.28242 -2.14844
H 1.40733 0.53915 -2.46119
H 3.96275 -1.25819 -1.99912
H 5.32189 0.02077 -2.27719
H 3.62556 0.36573 -3.04495
H -0.24622 4.51732 1.29185
H 0.24049 3.54232 -0.24411
H -1.96044 3.29403 -0.94527
H -2.35647 2.13723 0.47504
C 8.67411 4.45211 -2.18994
C 7.29144 3.90905 -1.96046
O 6.41407 3.96641 -2.81867
N 7.02463 3.33710 -0.74987
C 7.91910 3.17954 0.37209
H 8.74071 4.87664 -3.19544
H 8.88966 5.24328 -1.46599
H 9.41032 3.64766 -2.10516
H 6.07522 2.99317 -0.66494
H 7.99930 2.11315 0.59535
H 7.48259 3.69670 1.22970
H 8.91245 3.58334 0.17329
C -3.49739 -5.40711 -7.66996
C -4.51501 -4.30869 -7.53855
O -4.22218 -3.19046 -7.12212
N -5.80189 -4.58610 -7.90025
C -6.33144 -5.82972 -8.40688
H -2.51854 -5.04278 -7.34621
H -3.77762 -6.25375 -7.03656
H -3.42052 -5.72222 -8.71453
H -6.43276 -3.80133 -7.78602
H -6.76302 -5.63877 -9.39214
H -7.11743 -6.16629 -7.72687
H -5.56860 -6.60464 -8.48998
C -5.94303 -1.06854 -5.34694
C -4.90601 -0.49805 -4.42040
O -3.71163 -0.47590 -4.70772
N -5.32907 0.00703 -3.22467
C -6.67872 0.06824 -2.71636
H -5.46163 -1.43286 -6.25866
H -6.45224 -1.90863 -4.86583
H -6.66416 -0.29386 -5.62296
H -4.57819 0.37429 -2.65180
H -6.92321 1.11606 -2.52725
H -6.71291 -0.48649 -1.77584
H -7.40561 -0.35316 -3.41162
C -0.11363 -2.29313 7.93460
C 0.24574 -3.06804 6.69778
O 0.75988 -2.53553 5.71712
N -0.01723 -4.40765 6.68668
C -0.61167 -5.20267 7.73466
H 0.15237 -1.24105 7.80014
H -1.19053 -2.35674 8.11558
H 0.44037 -2.68245 8.79358
H 0.25034 -4.86570 5.82325
H 0.09838 -5.98543 8.01140
H -1.52020 -5.66219 7.33855
H -0.86022 -4.61129 8.61660